[1]
20
Properties=species:S:1:pos:R:3 method="wB97M-V/def2-TZVPD" orbital_gap_ha="0.2600 / 0.2617" largest_force_ev_per_a=4.22 homo_energy_ev="-3.746 / -3.797" total_charge=-1 e_tot_ev=-45517.4530 multiplicity=6
C 2.176 -0.321 0.023
C 1.648 -1.617 0.352
C 1.118 -1.552 1.683
C 1.328 -0.225 2.179
C 1.975 0.539 1.153
Dy -0.359 0.067 0.044
N 0.177 1.503 -1.360
C -0.368 0.385 -2.345
C -0.651 -1.035 -1.937
H 0.701 -2.388 2.243
H 1.692 -2.502 -0.279
H 1.082 0.130 3.178
H 2.315 1.570 1.236
H 2.694 -0.056 -0.897
H 0.156 -1.697 -2.248
H -1.278 0.794 -2.847
H 0.280 2.396 -1.832
H -1.634 -1.356 -2.288
H 0.403 0.348 -3.137
Cl -1.936 1.161 1.610

---

[2]
39
Properties=species:S:1:pos:R:3 method="wB97M-V/def2-TZVPD" orbital_gap_ha=0.3257 largest_force_ev_per_a=1.53 homo_energy_ev=-8.241 e_tot_ev=-38050.8309 multiplicity=1 smiles="CN1CCN(NC(=S)Nc2ccc(OC(F)F)cc2)CC1"
C 1.041 3.787 -5.991
N 0.408 3.008 -4.950
C 0.915 1.649 -4.901
C 0.110 0.842 -3.881
N 0.123 1.437 -2.549
N 1.344 1.257 -1.891
C 1.456 0.504 -0.765
S 2.963 0.316 -0.122
N 0.279 0.007 -0.321
C -0.054 -0.785 0.768
C -1.399 -1.135 0.907
C -1.823 -1.921 1.959
C -0.898 -2.359 2.894
O -1.272 -3.199 3.968
C -2.088 -2.693 4.890
F -1.640 -1.520 5.407
F -3.332 -2.399 4.419
C 0.439 -2.019 2.770
C 0.864 -1.239 1.713
C -0.273 2.839 -2.619
C 0.534 3.635 -3.647
H 0.588 4.777 -6.017
H 0.873 3.300 -6.950
H 2.126 3.900 -5.839
H 0.799 1.197 -5.889
H 1.991 1.623 -4.641
H 0.497 -0.176 -3.808
H -0.935 0.805 -4.198
H 2.209 1.629 -2.267
H -0.499 0.276 -0.922
H -2.118 -0.789 0.179
H -2.865 -2.187 2.051
H -2.203 -3.417 5.712
H 1.144 -2.370 3.506
H 1.905 -0.979 1.622
H -0.163 3.278 -1.625
H -1.327 2.854 -2.903
H 0.135 4.649 -3.708
H 1.591 3.704 -3.327

---

[3]
38
Properties=species:S:1:pos:R:3 method="wB97M-V/def2-TZVPD" orbital_gap_ha=0.3852 relative_energy_kj_mol=525.26 largest_force_ev_per_a=4.99 homo_energy_ev=-9.525 e_tot_ev=-17929.4249 multiplicity=1
C 4.278 -1.927 0.247
C 3.018 -1.137 0.418
C 3.069 0.246 -0.223
C 1.941 0.995 -0.725
C 1.066 1.350 0.513
C 0.161 2.487 0.292
C -1.095 2.140 -0.498
C -2.417 1.519 0.198
C -2.084 0.156 0.617
C -0.938 -1.732 -0.197
C -4.695 -1.533 -0.474
H 5.231 -1.813 1.094
H 4.846 -1.467 -0.743
H 4.129 -3.195 0.266
H 2.734 -1.003 1.489
H 2.113 -1.547 -0.217
H 3.739 0.981 0.184
H 3.682 0.196 -1.115
H 1.226 0.518 -1.380
H 2.430 1.848 -1.228
H 1.850 1.751 1.281
H 0.604 0.455 0.756
H -0.422 2.949 1.052
H 0.613 3.400 0.095
H -1.360 3.092 -0.921
H -0.698 1.392 -1.234
H -2.639 2.087 1.100
H -3.224 1.131 -0.580
H -1.463 0.075 1.458
H 0.358 -1.652 0.154
H -1.584 -2.269 0.769
H -0.805 -2.273 -1.094
H -4.132 -2.024 -1.374
H -4.623 -2.266 0.383
H -5.704 -1.594 -0.904
O -1.581 -0.564 -0.613
O -3.310 -0.468 1.122
O -4.312 -0.304 0.033

---

[4]
4
Properties=species:S:1:pos:R:3 method="wB97M-V/def2-TZVPD" orbital_gap_ha=0.4278 relative_energy_kj_mol=419.83 largest_force_ev_per_a=4.19 homo_energy_ev=-10.798 e_tot_ev=-5594.2035 multiplicity=1 smiles=[nH]1oo1
N 0.204 -0.034 0.517
O -0.776 -0.757 -0.241
O -0.711 0.655 -0.220
H 1.283 0.136 -0.056